Entry 1:
This record from OMol25 describes a molecular structure, C22H47BrI2O9S4Si2. The level of theory is wB97M-V/def2-TZVPD.

```
87
Properties=species:S:1:pos:R:3:mulliken_charge:R:1
C -3.83 3.73 4.81 -1.230
C -2.41 4.16 5.12 0.106
Br -2.49 5.89 6.07 -0.129
C -1.56 4.28 3.87 -0.882
Si -0.83 2.72 3.10 -0.078
O -1.09 2.83 1.48 -0.091
Si -2.42 2.86 0.50 0.551
C -1.43 1.01 3.70 -0.783
I -0.55 -0.32 2.26 0.130
C -1.12 0.75 5.20 -0.450
C -2.39 0.78 6.07 -0.986
I -0.01 -1.04 5.69 0.094
H -4.33 4.49 4.22 0.456
H -4.40 3.56 5.72 0.391
H -3.82 2.80 4.23 0.244
H -1.94 3.51 5.86 0.191
H -2.14 4.80 3.10 0.420
H -0.67 4.89 4.05 0.508
H 0.62 2.69 3.36 -0.071
H -1.95 2.85 -0.90 -0.203
H -3.27 1.67 0.77 -0.140
H -3.23 4.07 0.77 -0.187
H -2.49 0.83 3.53 0.848
H -0.42 1.51 5.55 0.448
H -2.42 1.67 6.69 0.181
H -2.46 -0.07 6.74 0.451
H -3.29 0.77 5.45 0.307
C 0.97 0.39 -3.48 -0.512
C 0.23 1.44 -4.32 -0.631
C -1.12 0.85 -4.70 -0.583
S -1.56 -0.29 -3.36 1.139
O -1.63 -1.63 -3.88 -0.680
O -2.67 0.24 -2.61 -0.645
C -0.04 -0.09 -2.44 -0.567
H 1.86 0.81 -3.00 0.413
H 1.27 -0.43 -4.13 0.253
H 0.09 2.36 -3.74 0.413
H 0.80 1.70 -5.21 0.247
H -1.93 1.58 -4.78 0.433
H -1.07 0.24 -5.60 0.175
H 0.20 -1.06 -1.99 0.449
H -0.22 0.65 -1.66 0.135
C 3.63 0.41 2.32 -0.698
C 5.14 0.51 2.55 -0.695
C 5.40 1.77 3.37 -0.698
S 3.90 2.03 4.36 1.194
O 3.27 3.26 3.93 -0.639
O 4.18 1.83 5.76 -0.703
C 2.99 0.65 3.68 0.657
H 3.34 -0.57 1.93 0.414
H 3.30 1.17 1.62 0.295
H 5.49 -0.37 3.11 0.310
H 5.70 0.54 1.61 0.349
H 6.23 1.70 4.06 0.363
H 5.50 2.66 2.75 0.364
H 1.94 0.94 3.63 -0.845
H 3.12 -0.19 4.36 0.288
C 1.33 -0.04 -10.01 -0.612
C 0.25 -1.11 -9.79 -0.613
C 0.78 -2.07 -8.73 -0.651
S 1.88 -1.10 -7.68 0.999
O 3.22 -1.61 -7.80 -0.695
O 1.30 -0.94 -6.37 -0.541
C 1.75 0.42 -8.61 -0.651
H 0.96 0.80 -10.60 0.336
H 2.19 -0.46 -10.53 0.311
H -0.67 -0.64 -9.44 0.295
H 0.02 -1.64 -10.71 0.326
H 0.01 -2.49 -8.08 0.371
H 1.39 -2.87 -9.15 0.343
H 2.71 0.93 -8.56 0.434
H 0.97 1.03 -8.14 0.298
C -1.79 -4.38 1.36 -0.606
C -2.58 -5.58 1.91 -0.633
C -1.55 -6.61 2.40 -0.690
S -0.10 -5.66 2.90 1.194
O 1.00 -6.00 2.02 -0.678
O 0.08 -5.73 4.32 -0.672
C -0.74 -4.06 2.41 -0.476
H -2.44 -3.52 1.18 0.327
H -1.31 -4.64 0.42 0.345
H -3.20 -5.26 2.74 0.291
H -3.23 -6.01 1.15 0.339
H -1.87 -7.19 3.26 0.373
H -1.22 -7.28 1.60 0.349
H 0.10 -3.47 2.06 0.268
H -1.17 -3.60 3.30 0.224
```

- HOMO energy (eV) = -9.09
- Kohn-Sham gap (hartree) = 0.323
- strongest force on any atom (eV/Å) = 0.21
- DFT total energy (Eh) = -6884.8004
- LUMO energy (eV) = -0.30

***

Entry 2:
This record from OMol25 describes 3 unconnected molecules or ions with the total composition C22H47BrN2O2PS at a distorted geometry. The level of theory is wB97M-V/def2-TZVPD.

```
76
Properties=species:S:1:pos:R:3:mulliken_charge:R:1
C -4.10 1.87 -1.30 -0.747
C -5.46 1.99 -2.14 -0.441
P -5.28 1.64 -3.98 0.372
C -4.88 3.19 -4.98 -0.520
C -3.51 3.93 -4.55 -0.804
S -3.95 0.03 -4.40 -0.082
Br -5.27 -1.88 -4.15 -0.176
H -3.54 0.91 -1.52 0.040
H -4.41 1.78 -0.21 0.371
H -3.46 2.79 -1.36 0.306
H -5.97 2.98 -1.92 0.392
H -6.14 1.18 -1.72 0.383
H -4.79 2.86 -6.07 0.325
H -5.76 3.91 -4.92 0.419
H -3.00 4.26 -5.51 0.306
H -2.85 3.30 -3.90 0.240
H -3.84 4.90 -4.05 0.284
H -2.93 -0.01 -3.44 0.291
C 0.32 -3.08 0.97 -1.650
C -0.81 -2.39 0.15 1.973
C -2.15 -3.15 0.32 -1.470
C -2.21 -4.46 -0.45 -0.471
C -1.90 -4.21 -1.92 -1.011
C -0.55 -3.50 -2.14 1.659
N -0.40 -2.27 -1.28 0.303
O -1.12 -1.32 -1.82 -0.461
C 0.60 -4.50 -1.85 -1.945
C -0.38 -3.18 -3.64 -1.635
C -0.98 -1.02 0.85 -1.520
H -0.07 -3.86 1.63 0.311
H 1.10 -3.52 0.36 0.344
H 0.86 -2.36 1.60 0.379
H -2.98 -2.52 -0.01 0.346
H -2.33 -3.35 1.38 0.409
H -1.52 -5.19 -0.02 0.272
H -3.21 -4.89 -0.36 0.405
H -1.90 -5.17 -2.45 0.407
H -2.71 -3.62 -2.36 0.170
H 1.57 -4.00 -1.87 0.389
H 0.63 -5.28 -2.61 0.455
H 0.49 -5.02 -0.90 0.390
H -1.21 -2.58 -4.04 0.171
H -0.37 -4.10 -4.23 0.436
H 0.55 -2.65 -3.83 0.451
H -0.09 -0.40 0.73 0.297
H -1.15 -1.16 1.92 0.452
H -1.84 -0.46 0.47 0.107
C 5.18 1.30 1.61 -1.797
C 3.65 1.14 1.85 2.021
C 2.88 2.39 1.38 -1.330
C 3.02 3.58 2.33 -0.523
C 2.62 3.17 3.74 -1.202
C 3.39 1.95 4.25 1.685
N 3.39 0.81 3.28 0.324
O 2.18 0.22 3.35 -0.520
C 4.84 2.38 4.57 -1.910
C 2.82 1.54 5.63 -1.824
C 3.25 -0.01 0.89 -1.184
H 5.40 2.20 1.03 0.336
H 5.76 1.36 2.53 0.359
H 5.60 0.45 1.08 0.473
H 1.82 2.16 1.28 0.201
H 3.22 2.69 0.38 0.450
H 4.05 3.96 2.31 0.269
H 2.38 4.40 1.99 0.419
H 2.77 4.02 4.41 0.391
H 1.54 2.97 3.75 0.366
H 5.46 1.52 4.82 0.402
H 4.87 3.05 5.44 0.442
H 5.32 2.93 3.76 0.383
H 1.75 1.33 5.59 0.354
H 2.95 2.35 6.36 0.433
H 3.33 0.66 6.02 0.446
H 3.72 -0.95 1.19 0.526
H 3.58 0.21 -0.13 0.455
H 2.17 -0.16 0.84 -0.368
```

- HOMO energy (spin up / spin down) (eV) = -10.88 / -10.32
- Kohn-Sham gap (spin up / spin down) (hartree) = 0.265 / 0.110
- strongest force on any atom (eV/Å) = 4.00
- 2S+1 = 3
- DFT total energy (Eh) = -4439.4728
- LUMO energy (spin up / spin down) (eV) = -3.67 / -7.32
- charge = +1

***

Entry 3:
This record from OMol25 describes a molecular structure, C22H47Ca3NO12P2 at a distorted geometry. The level of theory is wB97M-V/def2-TZVPD.

```
87
Properties=species:S:1:pos:R:3:mulliken_charge:R:1
Ca 1.11 -1.69 1.66 1.405
Ca -2.20 -2.00 -0.83 1.536
Ca -2.91 1.31 -0.58 1.354
P -0.60 0.06 0.38 1.604
O -1.44 1.15 1.05 -1.135
O -1.15 -0.05 -1.08 -1.019
O -1.00 -1.34 0.94 -1.093
O 0.92 0.18 0.57 -0.756
P -4.63 -0.84 -1.64 0.435
O -3.85 -0.64 -0.24 -1.014
O -4.83 0.75 -1.66 -0.699
O -5.89 -1.57 -1.28 -0.805
O -3.52 -1.52 -2.51 -0.682
C 4.73 0.46 3.92 -0.631
C 3.74 1.57 3.58 -0.825
C 2.92 0.94 2.45 -0.117
O 2.96 -0.48 2.69 0.160
C 3.80 -0.74 3.82 -0.579
H 5.20 0.55 4.89 0.440
H 5.45 0.39 3.11 0.252
H 4.11 2.57 3.37 0.463
H 3.07 1.71 4.44 0.155
H 3.33 1.18 1.47 0.350
H 1.90 1.32 2.48 0.012
H 4.42 -1.63 3.64 0.304
H 3.17 -0.88 4.71 0.158
C -1.22 0.15 5.22 -0.710
C -0.89 -1.30 5.66 -0.746
C 0.12 -1.79 4.62 -0.568
O 0.16 -0.81 3.58 0.148
C -0.20 0.46 4.14 -0.264
H -1.12 0.84 6.06 0.397
H -2.23 0.21 4.82 0.296
H -1.82 -1.85 5.59 0.246
H -0.52 -1.44 6.67 0.377
H -0.04 -2.78 4.20 0.527
H 1.12 -1.83 5.08 0.196
H -0.59 1.10 3.35 0.169
H 0.70 0.91 4.58 0.022
C 0.33 -3.41 -4.15 -0.586
C 0.13 -4.69 -3.35 -0.645
C 0.15 -4.21 -1.91 -0.190
O -0.40 -2.89 -1.96 -0.161
C -0.40 -2.36 -3.31 -0.322
H -0.06 -3.48 -5.16 0.386
H 1.38 -3.13 -4.27 0.206
H 0.86 -5.47 -3.60 0.373
H -0.87 -5.07 -3.58 0.328
H 1.17 -4.15 -1.52 -0.138
H -0.49 -4.85 -1.29 0.319
H 0.05 -1.37 -3.29 0.130
H -1.44 -2.28 -3.65 0.406
C 4.81 -2.59 -1.10 -0.730
C 3.73 -2.03 -2.03 -0.370
C 2.88 -1.22 -1.09 0.013
O 2.91 -1.99 0.16 0.383
C 4.02 -2.93 0.14 -0.712
H 5.55 -1.81 -0.93 0.306
H 5.30 -3.47 -1.51 0.411
H 3.19 -2.86 -2.49 -0.056
H 4.15 -1.45 -2.85 0.463
H 1.86 -1.08 -1.40 -0.374
H 3.35 -0.27 -0.82 0.282
H 3.56 -3.92 0.07 0.318
H 4.57 -2.78 1.06 0.233
C -2.48 1.94 -4.01 -1.070
C -1.88 3.07 -3.16 -0.795
N -2.64 3.32 -1.93 0.596
C -4.04 3.75 -2.22 -0.665
C -4.22 4.97 -3.10 -1.380
C -1.97 4.35 -1.14 -0.640
C -2.40 4.45 0.32 -1.154
H -3.19 2.34 -4.73 0.328
H -3.03 1.21 -3.41 0.223
H -1.68 1.42 -4.54 0.323
H -0.86 2.82 -2.86 0.468
H -1.80 3.97 -3.79 0.516
H -4.53 2.87 -2.65 0.438
H -4.59 3.86 -1.28 0.509
H -5.28 5.19 -3.22 0.441
H -3.77 5.86 -2.67 0.284
H -3.84 4.81 -4.11 0.265
H -1.96 5.35 -1.60 0.381
H -0.90 4.09 -1.06 0.386
H -1.69 5.09 0.83 0.426
H -2.42 3.49 0.83 0.151
H -3.38 4.92 0.42 0.334
```

- HOMO energy (eV) = -5.80
- Kohn-Sham gap (hartree) = 0.174
- strongest force on any atom (eV/Å) = 5.01
- energy above the lowest of the compared OMol25 structures with the same formula, charge and spin (kcal per mole) = 0.0
- DFT total energy (Eh) = -4540.1912
- LUMO energy (eV) = -1.06

***

What did the second record say?
This record from OMol25 describes 3 unconnected molecules or ions with the total composition C22H47BrN2O2PS at a distorted geometry. The level of theory is wB97M-V/def2-TZVPD.

```
76
Properties=species:S:1:pos:R:3:mulliken_charge:R:1
C -4.10 1.87 -1.30 -0.747
C -5.46 1.99 -2.14 -0.441
P -5.28 1.64 -3.98 0.372
C -4.88 3.19 -4.98 -0.520
C -3.51 3.93 -4.55 -0.804
S -3.95 0.03 -4.40 -0.082
Br -5.27 -1.88 -4.15 -0.176
H -3.54 0.91 -1.52 0.040
H -4.41 1.78 -0.21 0.371
H -3.46 2.79 -1.36 0.306
H -5.97 2.98 -1.92 0.392
H -6.14 1.18 -1.72 0.383
H -4.79 2.86 -6.07 0.325
H -5.76 3.91 -4.92 0.419
H -3.00 4.26 -5.51 0.306
H -2.85 3.30 -3.90 0.240
H -3.84 4.90 -4.05 0.284
H -2.93 -0.01 -3.44 0.291
C 0.32 -3.08 0.97 -1.650
C -0.81 -2.39 0.15 1.973
C -2.15 -3.15 0.32 -1.470
C -2.21 -4.46 -0.45 -0.471
C -1.90 -4.21 -1.92 -1.011
C -0.55 -3.50 -2.14 1.659
N -0.40 -2.27 -1.28 0.303
O -1.12 -1.32 -1.82 -0.461
C 0.60 -4.50 -1.85 -1.945
C -0.38 -3.18 -3.64 -1.635
C -0.98 -1.02 0.85 -1.520
H -0.07 -3.86 1.63 0.311
H 1.10 -3.52 0.36 0.344
H 0.86 -2.36 1.60 0.379
H -2.98 -2.52 -0.01 0.346
H -2.33 -3.35 1.38 0.409
H -1.52 -5.19 -0.02 0.272
H -3.21 -4.89 -0.36 0.405
H -1.90 -5.17 -2.45 0.407
H -2.71 -3.62 -2.36 0.170
H 1.57 -4.00 -1.87 0.389
H 0.63 -5.28 -2.61 0.455
H 0.49 -5.02 -0.90 0.390
H -1.21 -2.58 -4.04 0.171
H -0.37 -4.10 -4.23 0.436
H 0.55 -2.65 -3.83 0.451
H -0.09 -0.40 0.73 0.297
H -1.15 -1.16 1.92 0.452
H -1.84 -0.46 0.47 0.107
C 5.18 1.30 1.61 -1.797
C 3.65 1.14 1.85 2.021
C 2.88 2.39 1.38 -1.330
C 3.02 3.58 2.33 -0.523
C 2.62 3.17 3.74 -1.202
C 3.39 1.95 4.25 1.685
N 3.39 0.81 3.28 0.324
O 2.18 0.22 3.35 -0.520
C 4.84 2.38 4.57 -1.910
C 2.82 1.54 5.63 -1.824
C 3.25 -0.01 0.89 -1.184
H 5.40 2.20 1.03 0.336
H 5.76 1.36 2.53 0.359
H 5.60 0.45 1.08 0.473
H 1.82 2.16 1.28 0.201
H 3.22 2.69 0.38 0.450
H 4.05 3.96 2.31 0.269
H 2.38 4.40 1.99 0.419
H 2.77 4.02 4.41 0.391
H 1.54 2.97 3.75 0.366
H 5.46 1.52 4.82 0.402
H 4.87 3.05 5.44 0.442
H 5.32 2.93 3.76 0.383
H 1.75 1.33 5.59 0.354
H 2.95 2.35 6.36 0.433
H 3.33 0.66 6.02 0.446
H 3.72 -0.95 1.19 0.526
H 3.58 0.21 -0.13 0.455
H 2.17 -0.16 0.84 -0.368
```

- HOMO energy (spin up / spin down) (eV) = -10.88 / -10.32
- Kohn-Sham gap (spin up / spin down) (hartree) = 0.265 / 0.110
- strongest force on any atom (eV/Å) = 4.00
- 2S+1 = 3
- DFT total energy (Eh) = -4439.4728
- LUMO energy (spin up / spin down) (eV) = -3.67 / -7.32
- charge = +1

***

- Number 1 is which compound?
  C22H47BrI2O9S4Si2

***

- Among the records above, which one has the highest DFT total energy?
  C22H47BrN2O2PS

***

- Number 3 is which compound?
  C22H47Ca3NO12P2